No. 1
This record from the Open Molecules 2025 dataset describes one molecule with the formula C26H35N3O3. The level of theory is ωB97M-V/def2-TZVPD.

Its SMILES is CC[C@@H](O)C1CCN(C(=O)c2ccc(OC3CCN(Cc4ccccn4)CC3)cc2)CC1. The calculation puts the highest occupied orbital energy at -8.47 eV.

Element x y z (Å)
O -2.36606 -1.41914 0.43076
O 2.49156 -0.25805 4.34291
O 5.46150 3.13433 0.81234
N 2.06235 1.85064 3.66536
N -4.78202 -5.18697 -5.48132
N -2.99344 -2.97325 -3.37945
C 1.03049 -0.88929 1.75877
C -1.69020 -1.52733 -1.91457
C 3.13460 2.38654 4.47545
C 1.85006 0.51097 3.64835
C 1.57125 2.78448 2.68073
C 2.70601 3.22080 1.75124
C -3.06373 -3.73136 -4.61607
C 3.87303 3.81177 2.54780
C 5.00272 4.22700 1.57873
C 5.80990 6.24624 2.93538
C -6.74157 -3.23767 -5.31174
C -6.02354 -5.43555 -5.86311
C -4.49119 -3.97918 -5.02041
C 6.18357 4.93231 2.26160
C -0.57434 0.40685 2.97189
C -5.44383 -2.96829 -4.91791
C 0.74903 0.02620 2.76110
C -1.29136 -0.99712 1.14522
C -3.46641 -3.75318 -2.24982
C -2.19521 -2.28107 -0.68193
C -1.66236 -2.46085 -3.12024
C -1.57910 -0.09949 2.17793
C 4.32025 2.79360 3.60026
C -3.56349 -2.87616 -1.00731
C 0.02841 -1.39058 0.94631
C -7.04372 -4.50096 -5.79986
H 5.28980 6.89777 2.23697
H 4.70583 1.89559 3.11200
H -1.32775 -1.90617 -4.00056
H -2.60841 0.18224 2.33466
H 3.52263 4.71473 3.05766
H -5.15468 -2.00602 -4.52719
H -2.58266 -3.14002 -5.40249
H 5.93029 2.52821 1.39750
H -0.81383 1.09464 3.76990
H 4.57052 4.91146 0.83821
H 0.29300 -2.09264 0.17163
H -4.26230 -2.05915 -1.18741
H 5.10203 3.20892 4.23738
H 6.63997 4.25909 2.99141
H 2.32781 3.95776 1.04107
H -0.94008 -3.27893 -2.93677
H -6.20207 -6.43714 -6.23289
H -2.54191 -4.70087 -4.55315
H 6.92852 5.12630 1.48620
H -7.50679 -2.47745 -5.24290
H 1.16865 3.65992 3.20533
H 3.43000 1.61183 5.18527
H -0.69547 -1.11522 -1.73838
H -1.50228 -3.09592 -0.42517
H -2.37381 -0.70047 -2.11278
H -2.79481 -4.60868 -2.04726
H -4.45265 -4.15188 -2.49692
H -3.92554 -3.46003 -0.16072
H -8.04288 -4.75274 -6.11973
H 5.16916 6.08044 3.79755
H 2.05051 -1.20983 1.60738
H 3.06252 2.35913 1.18371
H 6.70730 6.75672 3.27655
H 2.75593 3.25634 5.02428
H 0.77033 2.32577 2.10124

No. 2
This record from the Open Molecules 2025 dataset describes one molecule with the formula C26H35N3O5 at a distorted geometry. The level of theory is ωB97M-V/def2-TZVPD.

Its SMILES is CCOCCCN(C(=O)CNC(=O)c1ccco1)[C@@H](C(=O)NC1CCCC1)c1ccccc1C. The calculation puts the highest occupied orbital energy at -8.94 eV.

Element x y z (Å)
O -1.90573 1.17477 -1.53137
O -0.73894 3.21510 2.27561
O -1.77502 -1.27637 1.04037
O 1.61825 0.82864 3.69158
O 1.39032 -2.56469 4.77320
N -0.08611 -0.66161 3.52532
N -1.78420 -0.74695 -2.70430
N -0.16340 0.15841 0.42155
C 3.17744 -1.27762 5.13210
C 0.23951 2.60566 0.08988
C -2.81708 -2.03221 -5.45954
C 3.42659 -2.55727 5.67302
C 0.74955 1.26504 0.62939
C -1.39602 0.09257 -1.72555
C 2.30703 -3.29267 5.42457
C 0.41452 4.02062 4.18652
C -2.86145 -0.45449 -3.62483
C 3.33677 -1.20014 -1.93192
C -0.95325 3.14610 0.88445
C -0.99583 0.16653 2.76366
C 1.07866 -0.44035 -1.64326
C 2.05038 -2.07470 0.02447
C 1.15313 -0.28142 3.89623
C 2.41494 0.37478 -3.47918
C -1.03115 -0.34709 1.32204
C 1.22687 0.35771 -2.77084
C 0.12443 4.24597 2.71115
C -4.02989 -1.44989 -3.45392
C -2.39236 -0.61653 -5.08006
C -0.23014 -0.47415 -0.89468
C -4.18976 -2.15778 -4.80390
C 2.15146 -1.22900 -1.20871
C 1.91820 -1.32873 4.59270
C 3.47309 -0.41087 -3.05978
H -1.34056 -1.64703 -2.79489
H 4.40478 -0.40640 -3.60546
H -0.69790 1.21051 2.85109
H -2.85198 -2.18392 -6.53712
H 1.93752 -1.44806 0.90888
H -3.77731 -2.16479 -2.67010
H 2.51260 1.00178 -4.35251
H 0.40476 0.97853 -3.09458
H 4.31280 -2.88449 6.17633
H 2.94555 -2.67978 0.14547
H 1.06980 3.31353 0.11903
H -2.00345 0.04142 3.16906
H 1.05653 4.81077 4.56555
H -4.50686 -3.19316 -4.69074
H 1.68509 1.02337 0.11599
H 2.05228 -4.30893 5.65348
H -0.36280 -1.62040 3.67484
H 1.18749 -2.73850 -0.02008
H -3.16178 0.57170 -3.40239
H 0.91192 3.06201 4.31173
H -1.31941 -0.45249 -5.17461
H 3.82504 -0.42587 5.13315
H -2.90864 0.10484 -5.71353
H 4.16838 -1.80640 -1.60229
H -4.93131 -1.63928 -5.41298
H -0.08282 2.49845 -0.94409
H -2.12675 -2.76238 -5.03306
H 1.06562 4.23018 2.14667
H -0.51457 4.01158 4.75002
H -0.49417 -1.52303 -0.69016
H -1.23228 4.13468 0.49277
H -1.80144 2.47002 0.75279
H 0.97498 1.36317 1.69170
H -0.35790 5.22352 2.54727
H -4.94400 -0.94255 -3.15319

No. 3
This record from the Open Molecules 2025 dataset describes C26H36As2BaN3O as an isolated structure. The level of theory is ωB97M-V/def2-TZVPD.

The calculation puts the highest occupied orbital energy at -9.71 eV. Its total charge is +1.

Element x y z (Å)
Ba -0.12886 0.19118 -0.05987
As 1.41219 -0.53348 2.83625
As -0.57829 -2.89606 1.21559
O -0.88507 -0.23082 -2.40419
N -1.58165 -0.45403 -4.51658
N 0.37741 2.83989 -0.55043
N -2.16362 1.59556 0.64526
C -1.86050 2.93953 0.47099
C 0.58456 5.73606 -4.23635
C -2.08153 -4.09150 0.89637
C 0.33767 4.74454 -5.16680
C 1.06497 4.08097 -2.55056
C -2.59644 1.26743 -3.05764
C -3.38490 1.58006 1.21540
C -2.10868 -2.74680 5.14687
C 0.94727 5.40566 -2.93303
C 0.84965 -4.23139 1.36262
C 2.90846 -1.70894 3.30191
C -1.86320 -3.06131 3.81875
C -0.61490 -1.53607 -4.68951
C 0.81783 3.08382 -3.49910
C -0.32104 -1.15590 5.08043
C -0.85123 -2.42578 3.10221
C -1.64961 0.13457 -3.32697
C 1.75435 0.94162 4.06181
C -3.88538 2.86169 1.42035
C -0.65759 3.47086 -0.10764
C 1.42751 3.67422 -1.14134
C -1.33671 -1.79003 5.77948
C -0.06483 -1.45902 3.74461
C -2.44440 -0.05860 -5.63454
C 0.45886 3.40764 -4.79384
C -2.90795 3.73501 0.94009
H 2.11191 0.57825 5.02364
H -2.90404 -3.25192 5.67877
H 0.05885 5.00297 -6.17964
H 2.51656 1.57856 3.61616
H 0.58532 -5.08092 0.73395
H 3.23213 -2.28825 2.44044
H 1.13581 6.19795 -2.21821
H 0.91582 2.04211 -3.20926
H -3.49329 -0.23155 -5.39911
H -2.17958 -0.66103 -6.49704
H 3.73994 -1.08934 3.63584
H -0.67070 4.56670 -0.15835
H 0.94708 -4.56538 2.39372
H -2.05412 -4.39858 -0.14785
H 1.80006 -3.82955 1.01803
H -1.51752 -1.53220 6.81452
H -0.81168 -2.33645 -3.97758
H 0.39813 -1.16902 -4.52858
H 2.35278 3.09312 -1.17088
H -3.11967 1.07331 -2.12150
H -1.98829 2.16195 -2.89965
H -0.70211 -1.92179 -5.69977
H -2.01735 -4.97542 1.52915
H -4.83565 3.11739 1.85947
H -3.02129 -3.57381 1.08029
H -2.94313 4.81354 0.92909
H -2.29442 0.99018 -5.88554
H 0.26824 -0.41228 5.59889
H -3.31249 1.46550 -3.84819
H 2.61747 -2.38069 4.10683
H 0.49618 6.77634 -4.52078
H 0.28590 2.62155 -5.51917
H -2.48506 -3.81152 3.35084
H 0.84521 1.52501 4.19782
H 1.63017 4.54837 -0.51535
H -3.86181 0.64074 1.46207

What ΔE to the lowest compared entry with this formula, charge and spin values result from the calculations? In sequence: 0.169, 1.507, 0.446 eV.
What energy values result from the calculations? In sequence: -38143.703, -42239.035, -156431.411 eV.
What gap between HOMO and LUMO values result from the calculations? In sequence: 9.2, 9.6, 7.3 eV.